(1)
{"formula": "C8H18N4O", "method": "ωB97M-V/def2-TZVPD", "species": ["C", "C", "C", "C", "C", "C", "C", "C", "N", "N", "N", "N", "O", "H", "H", "H", "H", "H", "H", "H", "H", "H", "H", "H", "H", "H", "H", "H", "H", "H", "H"], "xyz": [[2.631, 0.191, 0.135], [-0.705, 1.088, -0.634], [-1.237, -0.213, 0.192], [-0.214, -1.191, -0.137], [-1.458, 2.312, -0.268], [-1.078, 0.125, 1.613], [-2.681, -0.559, -0.388], [-0.046, -1.859, -1.458], [0.619, 1.269, -0.422], [1.225, 0.226, -0.116], [3.212, -0.936, 0.463], [3.178, 1.367, 0.197], [0.326, -1.912, 0.801], [-0.744, 0.792, -1.662], [-2.490, 1.972, -0.296], [-1.239, 3.055, -1.101], [-0.932, 2.832, 0.523], [-1.606, -0.669, 2.294], [-1.545, 1.131, 1.826], [-0.116, 0.320, 2.067], [-2.942, 0.019, -1.255], [-3.370, -0.529, 0.428], [-2.656, -1.491, -0.818], [-0.130, -2.944, -1.323], [1.022, -1.775, -1.712], [-0.794, -1.653, -2.267], [2.616, -1.817, 0.570], [4.237, -1.113, 0.748], [2.741, 2.241, -0.021], [4.168, 1.497, 0.337], [0.013, -1.773, 1.683]], "charge": 2}

=====

(2)
{"formula": "C28H37FN2O", "method": "ωB97M-V/def2-TZVPD", "species": ["C", "C", "C", "C", "C", "C", "N", "C", "C", "C", "C", "C", "C", "C", "O", "C", "C", "C", "C", "C", "C", "C", "F", "C", "C", "N", "C", "C", "C", "C", "C", "C", "H", "H", "H", "H", "H", "H", "H", "H", "H", "H", "H", "H", "H", "H", "H", "H", "H", "H", "H", "H", "H", "H", "H", "H", "H", "H", "H", "H", "H", "H", "H", "H", "H", "H", "H", "H", "H"], "xyz": [[1.558, 5.429, -3.854], [1.146, 4.214, -3.031], [2.347, 3.337, -2.688], [1.966, 2.029, -1.993], [1.398, 2.231, -0.591], [1.069, 0.883, 0.063], [0.469, 1.027, 1.370], [1.379, 1.092, 2.500], [1.948, -0.276, 2.885], [0.852, -1.281, 3.230], [1.428, -2.615, 3.696], [0.332, -3.626, 4.021], [0.906, -4.958, 4.489], [-0.852, 1.204, 1.599], [-1.293, 1.417, 2.715], [-1.790, 1.119, 0.395], [-1.937, -0.291, -0.082], [-1.739, -0.782, -1.355], [-1.399, -0.093, -2.592], [-1.984, 1.132, -2.918], [-1.654, 1.784, -4.090], [-0.736, 1.201, -4.945], [-0.409, 1.835, -6.090], [-0.147, -0.017, -4.659], [-0.483, -0.659, -3.483], [-1.886, -2.154, -1.336], [-2.225, -2.557, -0.078], [-2.508, -3.823, 0.419], [-2.826, -3.924, 1.756], [-2.863, -2.796, 2.583], [-2.579, -1.539, 2.100], [-2.253, -1.408, 0.748], [0.694, 6.050, -4.079], [2.008, 5.117, -4.794], [2.282, 6.031, -3.310], [0.659, 4.553, -2.115], [0.422, 3.623, -3.596], [3.037, 3.898, -2.053], [2.875, 3.094, -3.614], [2.855, 1.397, -1.923], [1.233, 1.499, -2.605], [0.493, 2.836, -0.641], [2.121, 2.769, 0.024], [0.409, 0.311, -0.589], [1.992, 0.309, 0.180], [0.809, 1.496, 3.339], [2.196, 1.781, 2.260], [2.560, -0.673, 2.071], [2.603, -0.136, 3.748], [0.222, -1.448, 2.354], [0.216, -0.863, 4.012], [2.074, -3.024, 2.914], [2.046, -2.454, 4.583], [-0.284, -3.785, 3.133], [-0.314, -3.214, 4.799], [1.538, -5.393, 3.718], [1.506, -4.821, 5.386], [0.107, -5.660, 4.715], [-1.434, 1.761, -0.409], [-2.758, 1.490, 0.742], [-2.724, 1.559, -2.260], [-2.106, 2.728, -4.352], [0.564, -0.444, -5.348], [-0.012, -1.600, -3.240], [-1.868, -2.740, -2.153], [-2.482, -4.692, -0.222], [-3.053, -4.892, 2.177], [-3.121, -2.922, 3.623], [-2.602, -0.674, 2.742]], "smiles": "CCCCCCN(CCCCCC)C(=O)Cc1c(-c2ccc(F)cc2)[nH]c2ccccc12", "charge": 0}

=====

(3)
{"formula": "C3H10O2Rb", "method": "ωB97M-V/def2-TZVPD", "species": ["Rb", "O", "H", "H", "C", "C", "C", "O", "H", "H", "H", "H", "H", "H", "H", "H"], "xyz": [[2.571, -1.578, 0.210], [3.463, -0.383, -2.273], [3.742, 0.530, -2.350], [2.927, -0.536, -3.051], [-0.636, 1.133, -0.211], [-0.518, -0.019, 0.826], [-1.814, -0.194, 1.532], [-0.363, -1.222, 0.127], [-1.376, 1.071, -1.009], [0.324, 1.364, -0.672], [-0.885, 1.996, 0.407], [0.325, 0.165, 1.492], [-1.763, -1.085, 2.158], [-2.634, -0.473, 0.871], [-2.107, 0.725, 2.040], [-1.256, -1.494, -0.098]], "charge": 1}

=====

(4)
{"formula": "C2H7N", "method": "ωB97M-V/def2-TZVPD", "species": ["C", "H", "H", "H", "H", "C", "N", "H", "H", "H"], "xyz": [[2.003, -0.133, -0.418], [2.884, 0.185, -0.945], [1.262, -0.705, -1.001], [2.330, -0.865, 0.337], [1.474, 0.644, 0.144], [-1.759, 0.424, 0.171], [-2.723, 0.069, 0.872], [-1.521, 1.530, 0.279], [-1.056, -0.199, -0.383], [-2.893, -0.950, 0.945]], "charge": 1, "multiplicity": 2}

=====

| no. | molecular weight (g/mol) | E (Ha) |
| --- | --- | --- |
| 1 | 186.26 | -609.17415 |
| 2 | 436.61 | -1373.82694 |
| 3 | 163.58 | -294.67143 |
| 4 | 45.09 | -134.72772 |